A cluster of 2 separate species, C5H9OP in total in a non-equilibrium geometry, computed with ωB97M-V with the def2-TZVPD basis set.

## Properties
relative energy (zero: lowest compared OMol25 entry of this formula, charge and spin): 120.70 kcal/mol
Kohn-Sham gap (alpha / beta): 0.293 / 0.280 Ha
E_tot: -16661.6556 eV

XYZ file:
```
16
Properties=species:S:1:pos:R:3:mulliken_charge:R:1
C 1.35 0.52 0.67 -0.570
C 0.11 -1.64 -0.25 -0.554
C 1.07 0.97 -0.84 -0.594
C 0.27 -0.54 0.83 -0.177
C -0.65 -0.38 -0.42 0.031
O -0.21 0.68 -1.20 -0.336
P -3.34 -0.17 0.17 0.055
H 2.43 0.20 0.91 0.265
H 1.16 1.40 1.20 0.306
H 0.94 -1.85 -0.96 0.191
H -0.19 -2.60 0.13 0.284
H 1.18 2.02 -0.84 0.391
H 1.75 0.39 -1.50 0.268
H -0.27 -0.65 1.74 0.381
H -3.20 1.26 0.27 0.041
H -3.69 -0.21 1.47 0.018
```

=====

A structure of composition C7H10 in a non-equilibrium geometry, computed with ωB97M-V with the def2-TZVPD basis set.

## Properties
relative energy (zero: lowest compared OMol25 entry of this formula, charge and spin): 124.42 kcal/mol
Kohn-Sham gap: 0.313 Ha
E_tot: -7415.6396 eV

XYZ file:
```
17
Properties=species:S:1:pos:R:3:mulliken_charge:R:1
C 1.86 -0.15 -0.22 -1.150
C 0.56 0.20 0.64 0.403
C -0.54 -0.77 1.14 -0.586
C -1.35 -0.35 -0.10 -0.274
C -0.14 -0.53 -0.98 -0.999
C -1.40 1.16 0.06 -0.438
C -0.20 1.51 0.56 -0.609
H 1.90 -0.41 -1.32 0.283
H 2.42 0.76 -0.18 0.394
H 2.33 -1.00 0.26 0.315
H -1.05 -0.55 2.09 0.278
H -0.18 -1.80 1.14 0.306
H -2.26 -0.86 -0.41 0.430
H -0.03 0.07 -1.89 0.424
H 0.13 -1.58 -1.24 0.419
H -2.21 1.79 -0.29 0.415
H 0.16 2.52 0.74 0.389
```

=====

A structure of composition C5H10N2O in a non-equilibrium geometry, computed with ωB97M-V with the def2-TZVPD basis set.

## Properties
relative energy (zero: lowest compared OMol25 entry of this formula, charge and spin): 95.32 kcal/mol
Kohn-Sham gap (alpha / beta): 0.265 / 0.297 Ha
E_tot: -10371.1716 eV

XYZ file:
```
18
Properties=species:S:1:pos:R:3:mulliken_charge:R:1
C 0.70 0.27 0.52 0.191
C 1.82 1.27 0.39 -1.210
C -1.27 -1.25 -0.09 0.505
C -0.73 0.18 0.09 0.562
N -1.99 -1.47 -1.21 -0.346
N 1.01 -0.50 1.63 -0.400
C -0.22 0.85 -1.12 -1.476
O -1.22 -2.11 0.77 -0.658
H -1.42 0.70 0.76 0.307
H -2.42 -2.36 -1.38 0.252
H -2.09 -0.74 -1.90 0.198
H 1.92 -0.93 1.69 0.179
H 0.28 -1.03 2.09 0.236
H 1.70 2.13 1.07 0.244
H 2.80 0.85 0.59 0.371
H 1.93 1.68 -0.62 0.413
H -0.54 0.54 -2.10 0.318
H -0.25 1.93 -1.18 0.313
```

=====

A cluster of 4 separate species, C3H13NO3 in total in a non-equilibrium geometry, computed with ωB97M-V with the def2-TZVPD basis set.

## Properties
relative energy (zero: lowest compared OMol25 entry of this formula, charge and spin): 40.71 kcal/mol
structure (SMILES): C/C=C/N.O.O.O
Kohn-Sham gap: 0.315 Ha
E_tot: -10953.0061 eV

XYZ file:
```
20
Properties=species:S:1:pos:R:3:mulliken_charge:R:1
C -0.57 -1.66 -0.54 -0.955
C -0.34 -0.80 -1.77 -0.013
C -0.68 0.51 -1.76 -0.637
N -0.89 1.42 -2.81 -0.485
H -0.61 -2.70 -0.86 0.357
H -1.38 -1.25 0.14 0.248
H 0.39 -1.56 0.05 0.235
H -0.07 -1.33 -2.67 0.380
H -0.52 0.97 -0.72 0.352
H -1.37 2.22 -2.42 0.251
H -1.32 1.00 -3.61 0.245
O 1.93 1.77 -0.78 -0.625
H 2.79 2.03 -1.12 0.302
H 1.53 1.42 -1.64 0.347
O 0.92 1.58 3.43 -0.636
H 0.54 0.90 2.85 0.317
H 0.24 2.26 3.34 0.316
O 0.05 -2.21 3.29 -0.616
H 0.28 -2.37 4.22 0.304
H -0.92 -2.18 3.36 0.313
```